Computed, not measured: a single C20H21FN6O3 molecule, with wB97M-V/def2-TZVPD.

Calculated values
Relative energy (zero: lowest compared OMol25 entry of this formula, charge and spin) (eV): 21.131
Lowest unoccupied orbital energy (eV): -0.36
Kohn-Sham gap (eV): 7.23
Strongest force on any atom (eV Å⁻¹): 17.9
Structure (SMILES): COCCCNC(=O)Cn1nnc(-c2ccccc2NC(=O)c2ccc(F)cc2)n1

Last column: Löwdin charge in e.
CARTESIAN COORDINATES (ANGSTROEM)
H 0.6026 -3.2984 3.2606  0.167
C -2.4827 -0.8566 2.4294  -0.010
H -1.3821 -0.5103 -3.6561  0.080
H 1.4710 -0.7280 -3.1178  0.167
H 2.1732 4.1022 -1.4130  0.145
C 3.2745 -1.1549 1.3242  -0.108
N 1.2698 2.0180 -3.1977  0.132
H 3.0203 -3.8403 3.3984  -0.028
C 1.5028 -2.5520 2.8594  -0.052
H -5.9517 -0.8923 1.9903  0.124
C 2.4937 3.0125 -1.5431  0.015
H 3.5374 3.3665 -1.2568  0.126
C 0.6052 -0.5519 -3.9544  -0.042
H 1.8261 1.0693 -5.0237  0.114
N -0.0016 -0.8068 2.2313  0.188
H -0.8830 -1.6502 -2.7439  0.099
H -0.1537 -0.0971 1.8431  -0.084
C -3.5535 1.6914 2.2070  0.060
C 2.1600 -0.6222 1.4248  -0.239
C -3.8205 -1.2366 2.4255  0.058
C 1.1069 -1.5007 2.0563  -0.135
C -0.6195 -0.6958 -3.0295  -0.157
N 0.5518 1.2181 0.6193  0.133
H 4.3226 -0.7137 0.8619  0.176
N 2.2215 2.0306 -0.4493  -0.215
C -5.0439 -0.3718 2.0726  0.003
H -1.4809 1.2393 2.5591  0.077
H -1.7530 -0.9364 -0.7459  0.097
H -2.7154 0.2974 -1.6657  0.137
O -1.3048 -2.4049 3.2795  0.227
C 1.8829 0.4546 0.7893  -0.155
O -0.6092 0.0058 -1.7215  -0.210
C 2.4360 2.2524 -3.0072  -0.553
H 0.5934 -1.2028 -4.5879  0.001
H 4.7452 -2.8581 1.9974  0.101
F -5.9442 1.6201 1.9550  -0.049
N 2.6717 0.9606 -0.2130  0.179
C -2.4994 0.8962 2.4370  0.064
H 0.2145 1.1897 -4.8955  0.047
H -3.8152 -2.2296 2.3899  0.062
H -1.6422 0.6776 -0.2867  -0.009
H 0.6141 1.7859 -2.4816  0.113
C -4.7681 0.7843 2.1942  -0.225
C -1.2461 -1.4581 2.7563  -0.480
C 3.7126 -2.3537 2.0086  0.005
C -1.7550 0.1017 -1.0502  -0.153
C 2.6809 -3.2563 2.8200  0.020
N 0.9744 2.1057 -0.0789  -0.026
C 0.9931 1.0111 -4.3317  -0.036
H -3.6086 2.5608 2.0670  -0.002
O 3.3760 2.3279 -3.8064  0.049

***

Computed, not measured: a molecular structure, C20H21IrN9O7, with wB97M-V/def2-TZVPD.

Calculated values
Spin multiplicity: 2
<S²>: 0.76
Relative energy (zero: lowest compared OMol25 entry of this formula, charge and spin) (eV): 3.815
Lowest unoccupied orbital energy (alpha / beta) (eV): -8.04 / -8.57
Net charge: +2
Kohn-Sham gap (alpha / beta) (eV): 6.07 / 5.53
Strongest force on any atom (eV Å⁻¹): 2.7

Last column: Mulliken spin population.
CARTESIAN COORDINATES (ANGSTROEM)
C 1.4406 -3.2075 -0.5650  -0.028
C -4.2971 -0.8207 1.7393  0.000
N 1.2578 1.5869 -1.1908  0.021
C 2.1261 4.1133 -0.3686  0.002
H 3.6567 0.6115 -0.2432  -0.003
Ir 0.6011 -0.3550 -0.7853  0.690
C 2.1525 -5.1082 0.7197  -0.005
O -4.2891 -1.1075 -1.3342  0.000
H 1.0199 -2.3807 -2.4006  -0.005
O -1.2384 -1.0355 -0.1435  0.057
O -5.9399 -0.2930 3.8060  0.000
H -0.7712 5.1291 -1.5877  0.000
N -0.6590 0.1974 -2.3753  0.017
O -0.3228 2.0403 2.1943  0.022
C 4.5972 -0.9612 0.8869  -0.003
C 0.3014 5.0723 -1.7835  -0.001
H 0.7437 5.9600 -1.3452  0.000
H -0.3232 -2.9576 -1.5834  -0.001
H -2.9422 2.3464 -3.1629  0.000
H -1.2220 -0.5758 -2.7102  0.005
C 1.2345 -4.4918 -0.1582  0.010
C -1.2634 1.3527 -2.4955  0.007
H 2.0484 5.0825 0.1141  0.000
N -0.6499 2.5220 -2.1438  0.012
C -3.3775 -1.0791 0.7625  0.004
H 2.1333 1.8033 -0.7396  0.004
H -5.3160 -1.1799 1.6780  0.000
H 5.2288 -2.6945 1.9635  0.000
C 3.6055 -0.4232 0.0656  0.009
C -2.6170 0.4723 2.8958  0.001
O -4.4379 0.8595 4.8490  0.000
C 4.5043 -2.2728 1.2779  0.015
C -0.3892 0.9037 1.7965  -0.008
N 0.5845 -2.5055 -1.4878  0.018
H 3.9687 -4.9081 1.8157  0.000
C 3.4459 -3.0739 0.8016  -0.005
N 0.9215 3.8916 -1.1718  0.008
N -4.8355 0.1850 3.9295  0.000
N -2.5030 1.4626 -2.9625  0.007
H 3.0275 4.1084 -0.9853  0.000
C 0.5487 2.6589 -1.4831  0.008
H 5.4048 -0.3270 1.2216  0.000
O 0.5741 0.2123 1.2390  0.085
H -2.3546 1.1055 3.7319  0.000
H 0.3891 -5.0549 -0.5361  0.000
C -1.7137 0.1942 1.8869  -0.012
C 2.5136 -2.4679 -0.0581  0.032
H 2.2056 3.3704 0.4245  -0.001
N -3.6888 -1.7640 -0.5053  0.001
C -2.0388 -0.6478 0.8307  -0.002
C -3.8812 -0.0812 2.8363  -0.004
C 3.2471 -4.4274 1.1682  0.010
H -3.0473 0.6337 -3.1535  0.000
N 2.5851 -1.1388 -0.3826  0.031
O -3.2401 -2.8736 -0.6687  0.000
H -1.1814 3.3658 -2.2866  -0.001
H 0.4855 5.1049 -2.8586  0.001
H 1.9866 -6.1326 1.0213  0.000

***

Computed, not measured: a single C20H21N3O3 molecule, with wB97M-V/def2-TZVPD.

Calculated values
Relative energy (zero: lowest compared OMol25 entry of this formula, charge and spin) (eV): 5.947
Lowest unoccupied orbital energy (eV): -1.02
Kohn-Sham gap (eV): 7.77
Strongest force on any atom (eV Å⁻¹): 1.4
Structure (SMILES): O=C(/C=C/c1ccc([N+](=O)[O-])cc1)N1CCN(Cc2ccccc2)CC1

Last column: Löwdin charge in e.
CARTESIAN COORDINATES (ANGSTROEM)
C 0.2202 0.6176 -0.6279  -0.141
O -1.0410 -2.5897 0.4233  0.050
C 1.3692 -1.4634 -0.0293  -0.117
H 1.2097 -2.2702 0.6890  0.126
H 3.3592 -1.0035 0.6693  0.125
H -3.4345 -2.3248 0.1186  0.122
H -4.1561 1.4062 -0.0396  0.110
C -7.1793 -0.9724 0.2828  0.016
C -2.2885 -0.6075 0.1048  0.021
C -7.3607 0.4040 0.1969  -0.151
H 0.1823 1.3016 0.2305  0.133
H -6.4444 2.3243 0.0153  0.121
C 1.5384 0.8218 -1.3668  -0.181
H 4.3868 2.1725 0.7540  0.113
C -4.7866 -0.6438 0.1406  -0.197
C -4.9970 0.7379 0.0539  -0.006
O -8.8081 2.1549 0.1440  0.081
N 2.6727 0.5986 -0.4880  -0.172
H -8.0434 -1.6131 0.3703  0.121
H 3.9652 1.2860 -1.9384  0.132
O -9.6175 0.1725 0.3274  0.082
H 3.9173 -0.4855 -1.8366  0.126
C 7.3178 0.5972 1.3525  -0.095
H 1.5569 0.1532 -2.2458  0.127
C 7.2377 -0.3790 0.3754  -0.086
H 8.0337 -1.1006 0.2637  0.101
C 2.4249 -0.4787 0.4647  -0.144
C -1.0388 -1.4053 0.1238  -0.459
H -0.5982 0.8582 -1.3113  0.124
H 1.5886 1.8524 -1.7333  0.126
C 6.2912 1.5174 1.4903  -0.081
H 1.6800 -1.9146 -0.9799  0.132
H -2.2103 0.4668 0.1336  0.093
H 6.0759 -1.2041 -1.2193  0.109
C -3.4661 -1.2417 0.1174  -0.015
H 6.3496 2.2807 2.2525  0.102
H -5.7501 -2.5520 0.3185  0.119
C 5.1050 0.4842 -0.3304  -0.234
C -6.2707 1.2610 0.0816  0.015
N -8.6911 0.9494 0.2250  -0.364
C -5.9010 -1.4852 0.2521  -0.008
C 5.1933 1.4627 0.6524  -0.041
H 2.0799 -0.0337 1.4056  0.128
N 0.1104 -0.7597 -0.1906  -0.053
C 6.1346 -0.4369 -0.4595  -0.048
H 8.1766 0.6405 2.0058  0.100
C 3.9063 0.4439 -1.2391  -0.163

***

Computed, not measured: a single C20H21N3O4 molecule, with wB97M-V/def2-TZVPD.

Calculated values
Relative energy (zero: lowest compared OMol25 entry of this formula, charge and spin) (eV): 2.330
Lowest unoccupied orbital energy (eV): -0.26
Kohn-Sham gap (eV): 7.92
Strongest force on any atom (eV Å⁻¹): 1.3
Structure (SMILES): CCOC(=O)Cn1cc(/C=C(\C#N)C(=O)N2CCOCC2)c2ccccc21

Last column: Löwdin charge in e.
CARTESIAN COORDINATES (ANGSTROEM)
C -0.9467 1.2077 0.6676  -0.127
C 2.8236 0.8350 1.1200  -0.423
C -1.6246 -3.9670 -0.2730  -0.056
N 3.7859 -0.0081 0.6701  -0.045
C -4.0675 -0.5884 1.0627  -0.002
H -0.7382 3.8783 -0.5395  0.110
O 5.6961 -0.3682 -1.3800  -0.129
O 3.0907 1.8911 1.6670  0.068
H -1.2663 -4.8219 -0.8386  0.080
H 3.8293 0.2038 -2.0405  0.131
C -2.8352 4.0776 -0.9244  -0.091
O -2.8276 -1.8683 -0.4957  -0.004
H 0.8413 2.3745 0.6013  0.132
H -3.3709 -3.5898 -1.4999  0.122
C 0.4636 1.3709 0.7536  0.064
N -3.0273 0.3625 0.8123  -0.036
C 1.0711 -0.9400 1.1671  -0.208
H -5.2667 1.8143 -0.2085  0.104
H -1.8896 -2.7408 -2.0451  0.125
H 2.5752 -1.2534 -0.5096  0.107
C -1.8675 2.1636 0.1092  -0.111
C 1.3970 0.4079 0.9720  -0.133
C 5.1793 0.3382 0.8808  -0.107
C -1.7136 3.4227 -0.4630  -0.020
N 0.8157 -2.0514 1.3285  0.197
H -2.2274 -4.3249 0.5582  0.080
H -2.7386 5.0573 -1.3674  0.101
C -4.2809 2.2505 -0.2714  -0.011
H 6.9066 0.8494 -0.3319  0.128
C 4.3408 -0.6684 -1.6016  -0.185
H -1.4105 -0.7590 1.5767  0.127
H 4.3209 -1.4946 -2.3138  0.128
H 5.3737 1.6039 -0.8600  0.132
C 3.6266 -1.0666 -0.3001  -0.122
C -2.4610 -3.0740 -1.1768  -0.194
C -3.8970 -1.9003 0.2831  -0.476
C -3.1553 1.5876 0.1995  -0.152
C -4.1014 3.4982 -0.8319  -0.090
H -5.0368 -0.1601 0.7992  0.135
H -0.7722 -3.4166 0.1205  0.035
H 5.2205 1.1863 1.5650  0.125
O -4.6595 -2.8210 0.3954  0.123
C 5.8349 0.6898 -0.4561  -0.179
C -1.7194 0.1386 1.0785  0.023
H -4.9572 4.0389 -1.2068  0.101
H 5.6863 -0.5261 1.3227  0.135
H 4.0791 -1.9816 0.0987  0.138
H -4.0995 -0.8579 2.1257  0.150

***

Computed, not measured: a single C20H21N7O3S molecule, with wB97M-V/def2-TZVPD.

Calculated values
Relative energy (zero: lowest compared OMol25 entry of this formula, charge and spin) (eV): 2.521
Lowest unoccupied orbital energy (eV): 0.49
Kohn-Sham gap (eV): 8.25
Strongest force on any atom (eV Å⁻¹): 1.3
Structure (SMILES): COc1ccc(OC)c(NC(=O)CSc2nnc(Cn3nnc4ccccc43)n2C)c1

Last column: Löwdin charge in e.
CARTESIAN COORDINATES (ANGSTROEM)
H 4.1745 1.4256 0.8349  0.098
C 0.4915 3.0667 -2.3782  -0.277
H -0.0627 1.2876 -3.4704  0.094
C -0.9125 3.5554 -4.2347  -0.085
C -3.1878 1.2399 2.5917  -0.014
C 0.2143 -3.0011 -0.2163  -0.617
H 1.7983 -3.0387 -2.4053  0.080
C -2.4578 1.9611 1.6774  -0.078
C 0.6439 -1.2708 -3.0145  -0.534
H 3.7042 -0.1322 1.5724  0.091
N 1.4254 -2.5515 0.0033  0.010
C 0.8372 -2.7768 -2.8423  -0.341
O 0.0122 -0.8237 -3.9484  0.063
C 1.9324 1.3227 -0.7359  -0.233
O -0.1805 3.9952 -3.1147  -0.085
H -0.2665 3.0665 -4.9701  0.098
N -1.0781 -1.4600 3.3783  -0.088
H -2.0026 -3.8511 2.1345  0.095
N -2.1563 -1.7481 4.1225  0.041
N 1.5307 -2.2942 1.3144  0.085
N 1.2247 -0.5535 -2.0287  0.151
N -0.4897 -3.0627 0.9504  -0.043
H 0.9304 -1.8970 3.7927  0.138
C -1.2984 -0.3016 2.6928  -0.163
C 0.3988 -2.5921 1.8829  -0.309
N -3.0467 -0.8597 3.9816  0.065
H 0.4187 0.1326 1.4566  0.091
C 1.9344 2.6854 -0.4848  -0.027
H 0.6860 -3.2724 -3.8003  0.086
H 1.2221 4.6101 -1.1020  0.117
H 1.7198 -1.0597 -1.2931  0.101
C -1.1734 1.5670 1.2707  -0.055
C 0.0557 -2.3425 3.3074  -0.044
O 2.5883 0.3772 0.0083  -0.124
C 0.4844 1.7006 -2.6416  0.060
H -0.2186 -3.2620 3.8336  0.133
H -2.0777 -4.2673 0.4046  0.081
C 3.3329 0.7888 1.1261  -0.087
C 1.1973 0.8312 -1.8301  -0.130
H -4.1749 1.5370 2.9058  0.112
H 2.4921 3.0896 0.3448  0.108
H 2.7110 1.3209 1.8541  0.091
C 1.2210 3.5499 -1.2963  -0.015
C -0.5668 0.4370 1.7693  0.007
S -0.4624 -3.4433 -1.7494  1.009
H -1.7148 2.8691 -3.9466  0.097
H -2.8772 2.8596 1.2508  0.104
C -2.5987 0.0836 3.1042  -0.231
C -1.8525 -3.4787 1.1220  -0.016
H -1.3451 4.4535 -4.6730  0.092
H -2.5320 -2.6409 0.9459  0.106
H -0.6484 2.1681 0.5432  0.092

***

Computed, not measured: a molecular structure, C20H22AsMgNO4S4, with wB97M-V/def2-TZVPD.

Calculated values
Relative energy (zero: lowest compared OMol25 entry of this formula, charge and spin) (eV): 0.448
Lowest unoccupied orbital energy (eV): 4.40
Net charge: -2
Kohn-Sham gap (eV): 5.53
Strongest force on any atom (eV Å⁻¹): 0.4

Last column: Löwdin charge in e.
CARTESIAN COORDINATES (ANGSTROEM)
Mg 0.5410 0.1441 0.6025  0.176
C -1.5343 4.9092 -2.5735  -0.116
H 6.0214 -4.0825 -0.5079  0.098
H 3.7565 -3.1662 2.3298  0.061
C -2.6978 4.1929 -2.8178  -0.099
H 4.3179 -0.8148 -1.2219  0.120
H -6.0199 1.5314 2.1890  0.095
S 1.4199 1.2998 5.1962  -0.275
O -1.5464 1.2940 0.7277  -0.087
C 3.2264 -3.6235 1.4868  -0.200
H 6.2526 -1.7159 -0.2320  0.104
S 3.7748 -0.5867 3.3014  -0.150
C -3.7261 0.9162 -0.2382  -0.125
H -7.4789 0.3334 0.5804  0.088
H 4.0900 -2.5178 -1.5950  0.121
H -1.7431 0.5265 1.2918  0.074
H -0.1591 2.9003 -0.2190  0.070
O -0.7854 -0.6833 -0.7341  -0.059
H 6.1556 -3.8117 1.2249  0.105
O 2.0853 -0.7463 -0.3920  -0.065
As 1.8940 0.4256 3.3338  -0.500
S 1.7861 1.9094 1.6883  -0.044
C -2.0252 2.5123 -1.2213  -0.113
C -6.4333 0.5015 0.3507  -0.116
C -4.5524 0.2461 -1.1369  -0.030
H -3.8477 2.4501 -2.3459  0.108
H 3.6820 -4.5528 -0.3871  0.107
C -5.8937 0.0425 -0.8422  -0.092
H 0.2851 4.9800 -1.4337  0.101
H -3.4226 4.5592 -3.5356  0.090
H 2.4979 -4.3199 1.9051  0.118
C 4.1814 -4.3775 0.5706  -0.198
C 5.5088 -3.6473 0.3581  -0.218
C 5.3274 -2.1429 0.1623  -0.201
H -6.5183 -0.4881 -1.5515  0.093
C -2.2469 1.1857 -0.5104  -0.312
H -1.3449 5.8388 -3.0975  0.087
H -4.1260 -0.1176 -2.0620  0.106
C -0.8620 3.2390 -0.9718  0.003
C -0.6217 4.4273 -1.6463  -0.078
C 4.1703 -1.7961 -0.7747  -0.089
H 4.3763 -5.3627 1.0031  0.100
H 5.1410 -1.6535 1.1234  0.051
S 0.2664 -1.0073 2.7261  0.008
C -1.6112 0.0289 -1.3788  -0.582
N 2.4368 -2.5998 0.8171  0.076
H -3.6433 1.9041 1.6593  0.125
C -2.9410 3.0046 -2.1443  -0.020
H 1.6271 -2.2777 1.3664  0.008
C -4.2767 1.3796 0.9559  -0.010
C 2.8290 -1.6927 -0.0834  -0.455
C -5.6163 1.1715 1.2503  -0.089
O -1.9770 -0.0692 -2.5459  0.030

***

Calculated total energy, respectively: -1428.09477, -1897.82004, -1164.61251, -1239.96030, -1781.92232, -5159.99018 Eh.